1.
A 3-piece molecular cluster, C4H12O3 overall, computed with ωB97M-V/def2-TZVPD.

* calculated total energy: -385.23257 Ha
* SMILES: CC(C)C=O.O.O
* HOMO-LUMO gap: 0.3748 hartree
* ΔE to the lowest compared entry with this formula, charge and spin: 234.2 kJ/mol

Geometry as ORCA input:
```
! wB97M-V def2-TZVPD RIJCOSX def2/J DEFGRID3
* xyz 0 1
C -0.752 1.805 -1.454
C -0.609 0.590 -0.646
C -0.314 -0.862 -1.373
C -1.754 0.289 0.403
O -1.826 -0.914 0.810
H -1.762 1.978 -1.856
H -0.215 1.717 -2.373
H -0.411 2.676 -0.888
H 0.238 0.777 0.139
H 0.312 -0.764 -2.159
H -1.505 -1.024 -1.629
H 0.095 -1.538 -0.640
H -2.494 1.036 0.546
O 2.253 -1.346 -0.002
H 2.518 -2.250 0.006
H 1.521 -1.154 0.458
O 1.843 0.558 1.943
H 1.332 0.852 2.627
H 2.795 0.381 2.181
*
```


2.
A 3-piece molecular cluster, C4H12O3 overall, computed with ωB97M-V/def2-TZVPD.

* calculated total energy: -385.29804 Ha
* SMILES: CC(C)C=O.O.O
* HOMO-LUMO gap: 0.3810 hartree
* ΔE to the lowest compared entry with this formula, charge and spin: 62.3 kJ/mol

Geometry as ORCA input:
```
! wB97M-V def2-TZVPD RIJCOSX def2/J DEFGRID3
* xyz 0 1
C -1.370 0.385 -0.025
C -0.145 0.327 0.904
C -0.466 0.200 2.377
C 0.810 1.430 0.557
O 0.843 2.021 -0.495
H -1.925 1.332 -0.015
H -2.103 -0.301 0.403
H -1.007 0.395 -1.051
H 0.417 -0.553 0.549
H -0.714 -0.830 2.626
H -1.237 0.910 2.670
H 0.443 0.433 2.938
H 1.595 1.656 1.310
O -0.493 -2.357 -1.957
H 0.094 -2.696 -1.255
H -0.584 -3.189 -2.484
O 2.343 0.191 -2.370
H 1.597 -0.360 -2.601
H 1.901 1.008 -2.081
*
```